# 1
# C17H36N2O5SSiV

C17H36N2O5SSiV as an isolated structure (wB97M-V/def2-TZVPD, the OMol25 dataset).

The charge is +3. For the energy above the lowest of the compared OMol25 structures with the same formula, charge and spin, the calculation gives 4.5 kcal per mole. The HOMO energy (spin up / spin down) comes out at -18.14 / -18.14 eV. The spin multiplicity is 1. For the gap between HOMO and LUMO (spin up / spin down), the calculation gives 6.0 / 6.0 eV.

XYZ file:
```
63
Properties=species:S:1:pos:R:3:nbo_charge:R:1
V -0.300 -4.837 0.169 1.055
N 1.536 -5.791 -0.146 -0.780
C 2.401 -5.544 1.054 -0.345
C 1.521 -5.386 2.279 0.778
O 1.721 -5.501 3.409 -0.317
O 0.167 -5.023 1.767 -0.511
H 1.383 -6.801 -0.234 0.437
H 2.040 -5.517 -0.991 0.452
H 2.948 -4.609 0.920 0.281
H 3.120 -6.348 1.212 0.295
C -4.727 -7.515 -1.032 -0.587
C -4.647 -6.107 -0.403 -0.565
C -3.286 -5.660 -0.239 0.732
N -2.195 -5.302 -0.111 -0.594
H -5.780 -7.760 -1.147 0.273
H -4.269 -8.260 -0.385 0.238
H -4.258 -7.537 -2.013 0.235
H -5.099 -6.081 0.595 0.314
H -5.153 -5.353 -1.015 0.309
C 3.158 1.833 -2.870 -0.630
C 2.935 2.210 -1.421 0.304
C 3.484 1.172 -0.462 -0.646
C 3.432 3.607 -1.108 -0.651
O 1.439 2.227 -1.267 -0.965
Si 0.502 2.536 -0.046 2.550
S 0.043 -2.986 -0.370 0.299
O 1.114 2.710 1.383 -0.969
C 0.562 3.221 2.692 0.310
C 1.748 3.202 3.631 -0.634
C -0.535 2.268 3.121 -0.648
C 0.051 4.625 2.438 -0.653
O -1.045 2.651 -0.266 -0.962
C -1.919 2.691 -1.484 0.304
C -3.316 2.894 -0.939 -0.632
C -1.459 3.857 -2.335 -0.651
C -1.764 1.359 -2.192 -0.645
H 4.228 1.786 -3.071 0.242
H 2.718 2.574 -3.535 0.235
H 2.722 0.858 -3.090 0.210
H 4.561 1.088 -0.602 0.250
H 3.040 0.195 -0.666 0.196
H 3.299 1.451 0.575 0.228
H 4.507 3.658 -1.277 0.253
H 3.247 3.869 -0.065 0.220
H 2.957 4.340 -1.760 0.234
H 2.104 2.184 3.791 0.218
H 1.451 3.617 4.594 0.245
H 2.563 3.807 3.238 0.232
H -0.155 1.246 3.168 0.210
H -1.389 2.315 2.445 0.221
H -0.879 2.543 4.118 0.252
H 0.848 5.266 2.060 0.232
H -0.307 5.055 3.373 0.255
H -0.785 4.622 1.735 0.217
H -3.383 3.830 -0.386 0.236
H -3.601 2.075 -0.279 0.217
H -4.026 2.936 -1.765 0.241
H -1.510 4.789 -1.771 0.234
H -2.111 3.957 -3.202 0.252
H -0.441 3.705 -2.700 0.219
H -1.996 0.540 -1.507 0.200
H -0.754 1.239 -2.588 0.221
H -2.462 1.309 -3.027 0.248
```



# 2
# C5H14N3

A 2-piece molecular cluster, C5H14N3 overall (wB97M-V/def2-TZVPD, the OMol25 dataset).

The charge is +1. For the energy above the lowest of the compared OMol25 structures with the same formula, charge and spin, the calculation gives 46.1 kcal per mole. The HOMO energy comes out at -13.22 eV. The spin multiplicity is 1. For the gap between HOMO and LUMO, the calculation gives 10.0 eV.

XYZ file:
```
22
Properties=species:S:1:pos:R:3:nbo_charge:R:1
C -1.799 0.909 -1.995 -0.461
N -1.816 -0.234 0.587 -0.901
C -1.389 -0.930 -0.605 0.242
N -1.322 -0.441 -1.754 -0.399
H -2.818 1.045 -1.630 0.190
H -1.782 1.089 -3.063 0.233
H -1.175 1.664 -1.505 0.184
H -2.596 0.365 0.327 0.400
H -2.202 -0.925 1.225 0.397
H -1.108 -1.974 -0.461 0.182
C 1.761 -1.393 1.003 -0.674
C 1.606 0.009 0.537 0.141
C 2.161 0.608 -0.488 -0.345
N 0.720 0.822 1.428 -0.725
H 2.325 -1.965 0.267 0.265
H 2.298 -1.473 1.948 0.242
H 0.793 -1.878 1.111 0.228
H 1.978 1.646 -0.724 0.217
H 2.814 0.040 -1.127 0.246
H 1.041 0.689 2.389 0.433
H -0.281 0.516 1.334 0.472
H 0.790 1.810 1.197 0.437
```



# 3
# C14H11ClN2OS

One molecule with the formula C14H11ClN2OS (wB97M-V/def2-TZVPD, the OMol25 dataset).

The charge is 0. The HOMO energy comes out at -8.84 eV. The spin multiplicity is 1. For the gap between HOMO and LUMO, the calculation gives 9.3 eV. The SMILES is O=C1CS[C@H](c2cccnc2)N1c1ccc(Cl)cc1.

XYZ file:
```
30
Properties=species:S:1:pos:R:3:nbo_charge:R:1
O -0.507 -3.452 -0.416 -0.583
C -1.149 -2.491 -0.073 0.688
C -2.663 -2.508 0.045 -0.628
S -3.215 -0.794 0.177 0.222
C -1.543 -0.265 0.762 -0.136
C -1.224 1.095 0.223 -0.104
C -0.917 1.279 -1.121 -0.155
C -0.628 2.553 -1.573 -0.246
C -0.665 3.599 -0.661 0.042
N -0.969 3.436 0.614 -0.408
C -1.242 2.219 1.043 0.039
N -0.635 -1.280 0.278 -0.488
C 0.749 -0.996 0.241 0.223
C 1.326 -0.188 1.217 -0.240
C 2.673 0.113 1.167 -0.219
C 3.452 -0.400 0.142 -0.049
Cl 5.135 -0.021 0.077 0.011
C 2.891 -1.213 -0.830 -0.208
C 1.541 -1.504 -0.784 -0.224
H -2.957 -3.074 0.932 0.241
H -3.107 -2.974 -0.834 0.255
H -1.581 -0.251 1.860 0.208
H -0.908 0.436 -1.798 0.225
H -0.383 2.732 -2.608 0.224
H -0.445 4.614 -0.962 0.196
H -1.489 2.136 2.094 0.191
H 0.731 0.208 2.025 0.220
H 3.117 0.740 1.923 0.231
H 3.504 -1.609 -1.623 0.230
H 1.106 -2.138 -1.538 0.243
```



# 4
# C2H6O3

A 2-piece molecular cluster, C2H6O3 overall (wB97M-V/def2-TZVPD, the OMol25 dataset).

The charge is 0. For the energy above the lowest of the compared OMol25 structures with the same formula, charge and spin, the calculation gives 19.0 kcal per mole. The HOMO energy comes out at -10.65 eV. The spin multiplicity is 1. For the gap between HOMO and LUMO, the calculation gives 11.1 eV. The SMILES is CC(=O)O.O.

XYZ file:
```
11
Properties=species:S:1:pos:R:3:nbo_charge:R:1
C -0.761 -1.049 -0.436 -0.747
C -0.362 -0.723 1.027 0.792
O 0.401 0.214 1.335 -0.563
O -0.868 -1.627 1.929 -0.677
H -0.294 -1.984 -0.789 0.239
H -0.427 -0.222 -1.085 0.243
H -1.856 -1.147 -0.527 0.224
H -1.549 -2.214 1.501 0.489
O 2.009 3.102 -0.644 -0.937
H 1.950 2.134 -0.810 0.473
H 1.756 3.516 -1.500 0.465
```



# 5
# C2HClN2O

One molecule with the formula C2HClN2O (wB97M-V/def2-TZVPD, the OMol25 dataset).

The charge is 0. For the energy above the lowest of the compared OMol25 structures with the same formula, charge and spin, the calculation gives 25.5 kcal per mole. The HOMO energy comes out at -10.28 eV. The spin multiplicity is 1. For the gap between HOMO and LUMO, the calculation gives 10.9 eV. The SMILES is Clc1nnco1.

XYZ file:
```
7
Properties=species:S:1:pos:R:3:nbo_charge:R:1
Cl 2.563 -0.635 0.010 0.131
C 1.019 -0.042 -0.006 0.340
N 0.572 1.153 0.001 -0.276
N -0.772 1.115 0.004 -0.297
C -1.127 -0.126 -0.002 0.318
O -0.118 -0.986 -0.012 -0.422
H -2.138 -0.480 0.007 0.205
```



Record-wise max |F| values, in eV Å⁻¹: 0.42; 0.82; 0.74; 4.30; 3.22